Density functional theory data (ωB97M-V with the def2-TZVPD basis set) for a single C4H5NO molecule.

Properties
energy relative to the best compared isomer or geometry (same formula, charge and spin)	404.0	kJ/mol
LUMO (alpha / beta)	-1.3 / -1.7	eV
gap between HOMO and LUMO (alpha / beta)	7.58 / 7.86	eV
electronic energy	-7762.3397	eV

Structure (ORCA input):
```
! RIJCOSX wB97M-V def2-TZVPD def2/J DEFGRID3
* xyz 0 1
N -1.236 1.136 0.182
C -1.293 -0.207 0.413
O -2.314 -0.797 0.723
C -0.034 -0.955 0.188
C 1.170 -0.476 -0.237
C 2.088 0.551 -0.101
H -2.044 1.673 0.455
H -0.351 1.610 0.089
H -0.170 -2.033 0.200
H 1.546 -1.285 -0.879
H 2.638 0.783 -1.031
*
```

***

Density functional theory data (ωB97M-V with the def2-TZVPD basis set) for a molecular structure, C4H5NO.

Properties
energy relative to the best compared isomer or geometry (same formula, charge and spin)	571.9	kJ/mol
LUMO	0.0	eV
gap between HOMO and LUMO	8.56	eV
electronic energy	-7760.5996	eV

Structure (ORCA input):
```
! RIJCOSX wB97M-V def2-TZVPD def2/J DEFGRID3
* xyz 0 1
C -1.816 0.010 0.233
C -0.337 0.117 0.078
C 0.501 1.136 -0.298
C 1.737 0.430 -0.192
N 1.616 -0.931 0.243
O 0.320 -1.090 0.350
H -2.090 -0.759 0.961
H -2.207 0.976 0.560
H -2.290 -0.236 -0.724
H 1.808 -0.461 -1.036
H 2.760 0.808 -0.175
*
```